(1)
# C6H10S

An isolated molecule of C6H10S in a non-equilibrium geometry (wB97M-V/def2-TZVPD, the Open Molecules 2025 dataset).

Computed properties:
Gap between HOMO and LUMO   9.88 eV
E_LUMO   0.987 eV
Energy relative to the best compared isomer or geometry (same formula, charge and spin)   3.448 eV
Max |F|   1.435 eV Å⁻¹
E_HOMO   -8.895 eV
SMILES   SC1C[C@@H]2C[C@H]2C1

ORCA input file:
```
! RIJCOSX wB97M-V def2-TZVPD def2/J DEFGRID3
* xyz 0 1
C -1.25521 0.03796 0.57235
C -0.33855 1.26544 0.12142
C 1.00318 0.56904 0.28011
C 2.13052 -0.07228 -0.48615
C 0.77493 -0.70704 -0.50446
C -0.36076 -1.28384 0.35873
H -2.60222 0.38936 -1.50810
H -1.59041 0.10150 1.62071
H -0.41808 2.11953 0.78200
H -0.50736 1.52834 -0.91875
H 1.17370 0.31408 1.36446
H 2.93467 -0.37825 0.17177
H 2.57381 0.30563 -1.42418
H 0.25137 -0.35146 -1.41261
H -0.85323 -2.14729 -0.06036
H -0.03289 -1.62836 1.35084
S -2.88348 -0.06237 -0.30777
*
```

=====

(2)
# C6H10S

An isolated molecule of C6H10S in a non-equilibrium geometry (wB97M-V/def2-TZVPD, the Open Molecules 2025 dataset).

Computed properties:
Gap between HOMO and LUMO   9.89 eV
E_LUMO   1.034 eV
Energy relative to the best compared isomer or geometry (same formula, charge and spin)   1.808 eV
Max |F|   3.473 eV Å⁻¹
E_HOMO   -8.856 eV
SMILES   C=C[C@H]1S[C@H]1CC

ORCA input file:
```
! RIJCOSX wB97M-V def2-TZVPD def2/J DEFGRID3
* xyz 0 1
C -1.05452 1.70923 0.06041
C 0.39588 1.29877 -0.49631
C 1.24512 0.53717 0.46385
C 1.04171 -0.95521 0.34783
C 0.03845 -1.66289 -0.50096
C -0.99616 -2.25875 0.02154
H -1.53587 2.46660 -0.60457
H -1.73973 0.86560 0.26206
H -0.88520 2.26689 0.96015
H 0.95452 2.30259 -0.74636
H 0.22718 0.76104 -1.41713
H 1.32811 0.90714 1.47626
H 1.08145 -1.38802 1.32542
H 0.18232 -1.53728 -1.57213
H -1.13845 -2.37947 1.11118
H -1.81821 -2.62143 -0.51858
S 2.67342 -0.31198 -0.17267
*
```

=====

(3)
# C6H11BrN2Si

An isolated molecule of C6H11BrN2Si in a non-equilibrium geometry (wB97M-V/def2-TZVPD, the Open Molecules 2025 dataset).

Computed properties:
Gap between HOMO and LUMO (spin up / spin down)   7.74 / 7.86 eV
E_LUMO (spin up / spin down)   -0.667 / -0.391 eV
Energy relative to the best compared isomer or geometry (same formula, charge and spin)   4.641 eV
Max |F|   2.082 eV Å⁻¹
E_HOMO (spin up / spin down)   -8.411 / -8.247 eV

ORCA input file:
```
! RIJCOSX wB97M-V def2-TZVPD def2/J DEFGRID3
* xyz 0 1
C 1.11780 2.65646 0.16031
C 0.45940 1.55307 0.21265
C 3.12482 0.64414 0.14073
C 0.28181 -0.78931 -1.71804
C -2.05119 -0.08086 0.25469
C 0.53946 -1.36425 1.37017
N 3.41360 1.84117 0.01625
N 2.55803 2.83240 -0.00892
Si -0.14611 -0.18196 0.04084
Br 4.18948 -0.82141 -0.07852
H 0.69001 3.64742 0.21690
H 0.44975 0.05088 -2.38564
H 1.18258 -1.39607 -1.72294
H -0.52078 -1.38767 -2.14037
H -2.39962 -0.72375 1.05751
H -2.36628 0.93084 0.49250
H -2.57458 -0.37666 -0.64930
H 1.58572 -1.59801 1.20601
H 0.44927 -0.93297 2.36226
H -0.00811 -2.30315 1.36898
H 2.93510 3.70538 0.33419
*
```

=====

(4)
# C6H11CaINO2

A structure of composition C6H11CaINO2 in a non-equilibrium geometry (wB97M-V/def2-TZVPD, the Open Molecules 2025 dataset).

Computed properties:
Gap between HOMO and LUMO   2.91 eV
E_LUMO   -6.478 eV
Max |F|   3.929 eV Å⁻¹
E_HOMO   -9.388 eV

ORCA input file:
```
! RIJCOSX wB97M-V def2-TZVPD def2/J DEFGRID3
* xyz 1 1
C 2.14921 -0.94438 0.97620
C 2.23504 -0.73478 -0.51471
O 3.25215 -1.14822 -1.09972
O 1.32759 -0.20564 -1.22979
C 0.86435 1.15142 -0.76154
N -0.52106 1.19949 -0.79061
C -1.03484 0.63326 0.43930
C -2.54465 0.50101 0.46470
C -3.16807 -0.50896 -0.53643
I -1.83038 -1.96371 -1.38094
H 1.40611 -1.72815 1.15392
H 3.10235 -1.34209 1.33279
H 1.94788 -0.03971 1.54641
H 1.27489 1.41780 0.23668
H 1.24289 1.90472 -1.46152
H -0.76584 1.34706 1.25451
H -0.51338 -0.30228 0.69271
H -3.04775 1.46148 0.33737
H -2.81484 0.15827 1.46955
H -3.93495 -1.06574 -0.00015
H -3.68978 -0.02117 -1.35549
Ca 5.06309 0.23032 -0.77324
*
```

=====

(5)
# C6H11Cl

An isolated molecule of C6H11Cl in a non-equilibrium geometry (wB97M-V/def2-TZVPD, the Open Molecules 2025 dataset).

Computed properties:
Gap between HOMO and LUMO   10.48 eV
E_LUMO   0.878 eV
Energy relative to the best compared isomer or geometry (same formula, charge and spin)   1.039 eV
Max |F|   3.884 eV Å⁻¹
E_HOMO   -9.601 eV
SMILES   C=C(C)C(C)(C)Cl

ORCA input file:
```
! RIJCOSX wB97M-V def2-TZVPD def2/J DEFGRID3
* xyz 0 1
C 0.09154 1.23137 -1.73089
C -0.29511 0.56235 -0.67527
C -1.49207 0.96900 0.02786
C 0.65238 -0.13023 1.64643
C 0.39027 -1.89229 -0.23525
C 0.73256 -0.43293 0.14923
Cl 2.39408 -0.01437 -0.32471
H 0.99118 1.09653 -2.28054
H -0.62918 1.93687 -2.07675
H -2.15564 0.19967 0.34753
H -1.20020 1.45927 0.96007
H -2.07550 1.63736 -0.65365
H 1.37736 -0.69636 2.18132
H 0.84133 1.05701 1.77688
H -0.47406 -0.36484 1.93901
H -0.58565 -2.08373 0.27080
H 1.12565 -2.68565 0.08969
H 0.31105 -1.84903 -1.41176
*
```

=====

(6)
# C6H11Cl6NO

A cluster of 3 separate species, C6H11Cl6NO in total in a non-equilibrium geometry (wB97M-V/def2-TZVPD, the Open Molecules 2025 dataset).

Computed properties:
Gap between HOMO and LUMO (spin up / spin down)   2.11 / 8.25 eV
E_LUMO (spin up / spin down)   2.050 / 2.047 eV
Energy relative to the best compared isomer or geometry (same formula, charge and spin)   0.365 eV
Max |F|   3.608 eV Å⁻¹
E_HOMO (spin up / spin down)   -0.060 / -6.198 eV

ORCA input file:
```
! RIJCOSX wB97M-V def2-TZVPD def2/J DEFGRID3
* xyz -1 2
Cl -0.84050 -1.80425 2.20118
C -1.62639 -0.41625 1.37780
C -0.72671 0.03656 0.21606
Cl -1.22348 1.53289 -0.63346
H -1.84079 0.28280 2.18618
H -2.58847 -0.73274 0.97490
H -0.70771 -0.86174 -0.40101
H 0.30591 0.16017 0.54240
C 2.41244 -0.20782 -1.29266
O 2.95536 -0.73452 -0.29718
N 3.05648 0.65328 -2.05266
C 2.48769 1.23929 -3.23234
C 4.42972 1.22669 -1.78403
H 1.40412 -0.43738 -1.67054
H 1.41265 1.06703 -3.28463
H 2.91363 0.88591 -4.17138
H 2.53267 2.32807 -3.20758
H 4.90383 0.92538 -0.84993
H 5.16859 0.82736 -2.47880
H 4.40930 2.31121 -1.67679
C -5.76442 -1.65835 3.87831
Cl -7.27586 -0.73639 3.63414
Cl -4.68463 -1.65503 2.47816
Cl -4.86648 -0.96036 5.29480
Cl -6.24698 -3.27180 4.24905
*
```

=====

(7)
# C6H11ClN3O2

The ion C6H11ClN3O2 with charge -1 in a non-equilibrium geometry (wB97M-V/def2-TZVPD, the Open Molecules 2025 dataset).

Computed properties:
Gap between HOMO and LUMO   7.93 eV
E_LUMO   3.247 eV
Energy relative to the best compared isomer or geometry (same formula, charge and spin)   0.571 eV
Max |F|   4.488 eV Å⁻¹
E_HOMO   -4.680 eV
SMILES   [H]/N=C(/C(=O)[O-])[C@@H](Cl)N(N)CCC

ORCA input file:
```
! RIJCOSX wB97M-V def2-TZVPD def2/J DEFGRID3
* xyz -1 1
C 1.24451 -1.09350 -1.20104
C 0.25022 -1.87519 -2.15899
C -0.24983 2.05671 1.92826
C -1.05114 1.90881 0.53081
C -0.50626 0.76472 -0.31403
C 0.83949 -1.16337 0.19191
N 2.26561 -0.54792 -1.66350
N -1.50842 -1.31071 0.21810
N -0.37524 -0.44146 0.37200
O 0.46997 -3.08695 -2.30009
O -0.66526 -1.18257 -2.62740
Cl 2.12472 -0.41178 1.27134
H -0.41438 1.23835 2.58640
H 0.87660 2.22218 1.84724
H -0.50417 2.95469 2.54209
H -0.85009 2.90715 0.06251
H -1.96012 1.60278 0.91393
H -1.10530 0.51687 -1.24255
H 0.60249 1.01588 -0.69054
H 0.67274 -2.19595 0.69264
H 2.95665 -0.11845 -0.90306
H -1.56385 -1.55980 -0.85714
H -1.54893 -2.20052 0.80111
*
```

=====

(8)
# C6H11ClN3PdSm

A structure of composition C6H11ClN3PdSm in a non-equilibrium geometry (wB97M-V/def2-TZVPD, the Open Molecules 2025 dataset).

Computed properties:
Gap between HOMO and LUMO (spin up / spin down)   4.09 / 5.51 eV
E_LUMO (spin up / spin down)   5.211 / 5.130 eV
Max |F|   3.451 eV Å⁻¹
E_HOMO (spin up / spin down)   1.119 / -0.378 eV

ORCA input file:
```
! RIJCOSX wB97M-V def2-TZVPD def2/J DEFGRID3
* xyz -2 8
Sm 0.19013 0.49251 0.57048
Cl 0.13546 2.99673 0.79330
C -2.09512 0.09440 1.10456
H -2.08152 -0.30290 2.13506
H -2.84154 -0.45606 0.52190
H -2.40145 1.15168 1.14796
Pd 0.36570 0.11235 -2.51402
C 2.06669 1.08484 -2.06196
C -1.17576 0.50755 -3.79971
C 0.15496 -1.36998 -1.14622
H -1.78409 -0.40725 -3.89213
H -1.72909 1.33670 -3.31819
H -0.71014 0.81582 -4.75105
H 2.72640 0.38451 -1.52940
H 2.46861 1.32304 -3.06387
H 1.84984 1.99526 -1.48466
H -0.77916 -1.80629 -1.58015
H 0.97891 -2.08729 -1.34201
N 0.58348 -0.11461 2.75040
C 0.82783 -0.69920 3.75967
N 1.29024 -1.40619 4.69411
C 1.03389 -1.66406 5.94128
N 0.92574 -1.98157 7.06467
*
```

=====

(9)
# C6H11ClN4O

An isolated molecule of C6H11ClN4O in a non-equilibrium geometry (wB97M-V/def2-TZVPD, the Open Molecules 2025 dataset).

Computed properties:
Gap between HOMO and LUMO   9.29 eV
E_LUMO   0.780 eV
Energy relative to the best compared isomer or geometry (same formula, charge and spin)   4.230 eV
Max |F|   6.140 eV Å⁻¹
E_HOMO   -8.505 eV
SMILES   O=C(CCCl)NN=C1NCCN1

ORCA input file:
```
! RIJCOSX wB97M-V def2-TZVPD def2/J DEFGRID3
* xyz 0 1
C -1.36601 -1.27065 -2.65903
C -2.08618 -0.75152 -1.44543
C -1.19625 -0.57683 -0.13047
C 0.51701 0.99959 1.73386
C 2.84452 0.07432 1.58234
C 2.39620 0.30067 3.18057
H -0.50270 -1.90597 -2.10852
H -1.97568 -2.21181 -3.25537
H -2.76705 0.04281 -1.47685
H -2.66801 -1.51471 -0.93484
H -2.37021 0.96631 0.71354
H 0.97453 -0.04944 0.20274
H 3.84061 0.58168 1.26336
H 2.76823 -1.05053 1.32785
H 2.32341 -0.74993 3.44236
H 3.38349 0.55248 3.80950
H 0.69184 1.09200 3.76801
N -1.29863 0.64150 0.46403
N -0.79362 0.90015 1.71194
N 1.49003 0.61028 0.88938
N 1.23625 1.17259 2.99442
O -0.45131 -1.39301 0.30579
Cl -0.65777 -0.03141 -3.83456
*
```

=====

(10)
# C6H11ClO

An isolated molecule of C6H11ClO in a non-equilibrium geometry (wB97M-V/def2-TZVPD, the Open Molecules 2025 dataset).

Computed properties:
Gap between HOMO and LUMO   9.85 eV
E_LUMO   0.774 eV
Energy relative to the best compared isomer or geometry (same formula, charge and spin)   0.969 eV
Max |F|   2.588 eV Å⁻¹
E_HOMO   -9.072 eV
SMILES   CC/C(CO)=C(\C)Cl

ORCA input file:
```
! RIJCOSX wB97M-V def2-TZVPD def2/J DEFGRID3
* xyz 0 1
C -1.95378 -0.61312 0.16623
C -0.55882 -0.73547 0.76752
C 0.48084 0.25519 0.31922
C 0.69422 1.42191 1.21149
C 1.17843 0.05910 -0.79692
C 1.02395 -0.93848 -1.87272
H -1.87213 -0.69052 -0.92148
H -2.56056 -1.49557 0.47308
H -2.48534 0.32712 0.38856
H -0.12701 -1.71211 0.57242
H -0.66838 -0.71917 1.87051
H 1.11597 0.98383 2.10927
H 1.36791 2.19979 0.81692
H -0.98396 2.32843 0.89594
H 1.26878 -0.47162 -2.86807
H 1.82173 -1.69329 -1.76603
H 0.01462 -1.38542 -1.93400
O -0.49657 1.95907 1.68090
Cl 2.74012 0.92032 -1.11286
*
```

=====

(11)
# C6H11ClO2S2

A cluster of 2 separate species, C6H11ClO2S2 in total in a non-equilibrium geometry (wB97M-V/def2-TZVPD, the Open Molecules 2025 dataset).

Computed properties:
Gap between HOMO and LUMO   9.05 eV
E_LUMO   0.410 eV
Max |F|   2.451 eV Å⁻¹
E_HOMO   -8.640 eV
SMILES   CS/C=C/Cl.COCOC=S

ORCA input file:
```
! RIJCOSX wB97M-V def2-TZVPD def2/J DEFGRID3
* xyz 0 1
C 0.82426 -0.00259 3.34549
C 0.02629 -1.22159 1.04031
C -0.66896 -1.61276 -0.02135
C 0.62161 -0.39778 -2.78176
C 0.31792 0.98375 -0.94082
C -1.74106 1.86888 -0.32817
H 1.71911 0.36799 2.83895
H 1.02106 -0.98037 3.79374
H 0.55949 0.69776 4.14087
H 1.02649 -1.61335 1.21909
H -1.66171 -1.26032 -0.25753
H 1.70431 -0.22319 -2.80336
H 0.42104 -1.30893 -2.20288
H 0.26004 -0.53359 -3.80087
H 0.14829 0.11122 -0.29077
H 1.36794 1.29588 -0.87211
H -2.04753 0.84986 -0.57958
O -0.06507 0.71296 -2.24762
O -0.43215 2.08584 -0.47890
S -0.58677 -0.06875 2.21847
S -2.77629 2.99975 0.17466
Cl -0.03831 -2.75069 -1.16585
*
```

=====

(12)
# C6H11F2IN2P

A cluster of 2 separate species, C6H11F2IN2P in total in a non-equilibrium geometry (wB97M-V/def2-TZVPD, the Open Molecules 2025 dataset).

Computed properties:
Gap between HOMO and LUMO (spin up / spin down)   6.66 / 7.53 eV
E_LUMO (spin up / spin down)   -4.898 / -4.115 eV
Energy relative to the best compared isomer or geometry (same formula, charge and spin)   0.190 eV
Max |F|   5.100 eV Å⁻¹
E_HOMO (spin up / spin down)   -11.555 / -11.642 eV

ORCA input file:
```
! RIJCOSX wB97M-V def2-TZVPD def2/J DEFGRID3
* xyz 1 1
C 0.88229 0.15034 0.55330
C 2.35911 1.86612 -0.44902
C -2.82912 -2.66763 0.64907
C 0.24739 3.47665 -1.24429
C -0.43048 -1.85673 0.72147
C -1.82235 -1.70718 0.12599
N 1.81132 0.89742 -0.03578
N 0.68796 -1.11328 0.06997
F -2.25119 -0.45188 0.66185
F -1.87887 -1.55524 -1.21184
P 4.01266 2.33078 -0.97023
I -1.13845 2.18873 -0.41455
H 0.34376 0.31360 1.52450
H -2.64628 -3.08088 1.72721
H -2.91221 -3.59459 -0.11199
H -3.82216 -2.33820 0.61280
H 0.12791 4.44112 -0.85067
H 0.63662 2.97869 -2.12287
H -0.13452 -3.03508 0.76193
H -0.49320 -1.63548 1.72756
H 1.11228 -1.64906 -0.64199
H 4.45370 2.44735 0.44083
H 3.68383 3.59444 -1.52326
*
```

=====

(13)
# C6H11I3N

A cluster of 2 separate species, C6H11I3N in total in a non-equilibrium geometry (wB97M-V/def2-TZVPD, the Open Molecules 2025 dataset).

Computed properties:
Gap between HOMO and LUMO (spin up / spin down)   8.18 / 8.18 eV
E_LUMO (spin up / spin down)   -4.442 / -4.443 eV
Energy relative to the best compared isomer or geometry (same formula, charge and spin)   2.036 eV
Max |F|   5.948 eV Å⁻¹
E_HOMO (spin up / spin down)   -12.618 / -12.618 eV

ORCA input file:
```
! RIJCOSX wB97M-V def2-TZVPD def2/J DEFGRID3
* xyz 1 1
C -0.81099 -0.39611 0.09484
C 0.50688 0.19521 0.51098
C -1.86832 0.41409 -2.18641
C 3.25040 -0.19222 1.15418
C -1.90972 0.29615 -0.64342
C 2.50715 -0.99915 0.26883
N -0.71739 -0.14301 1.48856
I -1.00631 -2.46605 -0.51421
I 0.93176 2.13851 -0.15383
I 2.60325 -0.86306 -1.90738
H -2.20955 1.35215 -2.31734
H -2.43808 -0.35673 -2.85448
H -0.75722 0.42814 -2.50434
H 3.59959 0.88754 0.92017
H 4.15434 -0.78344 1.17551
H 2.79201 -0.15267 2.09312
H -2.82611 -0.32502 -0.35452
H -2.09429 1.27790 -0.27597
H 2.01787 -1.82518 0.58886
H -1.20085 0.60918 2.10039
H -0.59231 -0.87898 2.17711
*
```